[1]
{"formula": "C11H14N2O2Rh", "method": "ωB97M-V/def2-TZVPD", "de_lowest_kcal_mol": 0.00, "e_lumo_ev": [3.6, 2.9], "total_energy_ha": -797.91215, "multiplicity": 5, "s_squared": 6.02, "charge": -1, "species": ["C", "C", "C", "C", "C", "Rh", "N", "C", "C", "H", "H", "H", "H", "H", "H", "H", "H", "H", "H", "O", "C", "C", "C", "C", "O", "N", "H", "H", "H", "H"], "positions_angstrom": [[1.7322, 1.7765, -1.5964], [0.6614, 2.5488, -0.9901], [-0.5870, 1.8283, -1.2065], [-0.2659, 0.6416, -1.9641], [1.1382, 0.6433, -2.2370], [0.7613, 0.7846, 0.0633], [2.9172, -1.8167, -2.1783], [1.5604, 1.0496, 1.7019], [0.4842, 2.0283, 1.7190], [-1.5713, 2.1441, -0.8523], [0.7513, 3.5093, -0.4765], [-0.9753, -0.1123, -2.2955], [1.6578, -0.1239, -2.8312], [2.7914, 2.0510, -1.6307], [0.8295, 3.0727, 1.6407], [1.4276, 0.1998, 2.3776], [2.6864, -1.8227, -1.1519], [-0.3749, 1.8509, 2.3816], [2.5771, 1.4017, 1.4618], [0.6218, -2.6430, -0.4266], [-0.3772, -2.1753, 0.0996], [-1.6366, -2.9348, 0.5152], [-2.5258, -1.9163, 1.1968], [-1.8019, -0.5771, 1.0401], [-2.2147, 0.5228, 1.3741], [-0.5869, -0.8449, 0.4374], [-2.1296, -3.3617, -0.3634], [-1.3816, -3.7583, 1.1850], [-3.5162, -1.8436, 0.7445], [-2.6529, -2.1229, 2.2620]], "forces_ev_per_a": [[0.0, 1.4, -0.3], [-0.1, 1.1, -2.0], [0.4, 0.6, -0.6], [0.4, 1.0, -1.6], [-1.0, -0.5, -0.3], [-1.8, -3.0, -2.5], [0.2, -0.2, 0.6], [1.5, 1.5, 4.1], [1.3, 0.0, 2.0], [0.5, -0.2, -0.2], [0.0, -0.5, -0.4], [0.3, 0.2, 0.2], [-0.3, 0.5, 0.5], [-0.5, -0.1, -0.1], [-0.6, -0.4, -0.2], [0.5, 0.0, 0.0], [-0.1, 0.0, -0.6], [0.3, 0.1, -0.5], [-0.1, -0.2, 0.9], [-0.3, 0.0, 0.2], [-1.1, 1.7, 0.9], [-0.1, -0.7, -0.1], [-0.5, 0.3, 0.2], [1.0, -0.9, -0.6], [-0.2, -0.7, 0.0], [0.1, -0.8, 0.6], [0.2, -0.1, 0.0], [0.1, -0.1, -0.2], [0.0, 0.0, 0.1], [-0.1, 0.1, 0.0]]}

---

[2]
{"formula": "C11H14N2O3S", "method": "ωB97M-V/def2-TZVPD", "de_lowest_kcal_mol": 41.09, "e_lumo_ev": 0.6, "total_energy_ha": -1160.95162, "smiles": "COC(=O)Nc1csc2c1NC(=O)CCCC2", "species": ["C", "O", "C", "O", "N", "C", "C", "S", "C", "C", "N", "C", "O", "C", "C", "C", "C", "H", "H", "H", "H", "H", "H", "H", "H", "H", "H", "H", "H", "H", "H"], "positions_angstrom": [[4.9140, 0.8784, 2.4767], [3.8362, 0.1214, 2.0211], [3.4044, 0.3623, 0.7324], [4.0639, 0.9131, -0.1539], [2.0798, 0.0038, 0.6770], [1.2698, -0.2809, -0.4645], [1.6470, -0.3908, -1.7784], [0.3240, -0.8548, -2.8638], [-0.7104, -1.0658, -1.4788], [-0.1030, -0.8041, -0.2530], [-0.7575, -0.8313, 0.9785], [-1.9778, -0.2058, 1.2575], [-2.4988, -0.8587, 2.1143], [-2.7937, 0.9143, 0.6122], [-2.6391, 1.1013, -0.9383], [-3.0755, -0.1014, -1.8501], [-2.2563, -1.3593, -1.5572], [5.7547, 0.7412, 1.8061], [4.4681, 1.8851, 2.7247], [5.1964, 0.5200, 3.5065], [1.8831, -0.6690, 1.4194], [2.6580, -0.1807, -2.2213], [-0.7191, -1.6387, 1.5595], [-3.8355, 0.5828, 0.7791], [-2.5904, 1.8108, 1.2560], [-3.3871, 1.7921, -1.3069], [-1.7533, 1.5567, -1.2906], [-3.1099, 0.2207, -2.8940], [-4.1581, -0.2201, -1.6379], [-2.4062, -1.9959, -2.4906], [-2.7278, -1.9466, -0.7419]], "forces_ev_per_a": [[-0.1, 0.8, 2.1], [-1.3, -1.0, -1.2], [1.0, 1.5, -1.0], [-1.2, -1.3, 1.8], [-0.3, -1.3, -0.1], [-0.1, -1.5, -0.5], [0.8, 0.7, -0.6], [0.3, 0.2, 2.1], [-1.6, -0.4, 1.7], [1.1, 1.2, -2.6], [0.5, 2.3, -1.6], [0.3, -2.1, -0.5], [-2.6, 0.0, 2.6], [0.8, 0.0, -1.0], [-1.8, -0.2, -0.4], [-0.2, 0.8, 1.8], [0.5, -1.1, -2.7], [0.1, 0.9, 0.0], [1.3, -0.4, -0.9], [-0.3, -0.2, -1.1], [-0.2, 0.7, 0.0], [-1.3, -0.2, 0.7], [0.2, -0.6, 0.2], [0.6, 0.3, 0.2], [-0.2, -0.5, -1.0], [-0.3, 0.8, 0.7], [1.5, 0.1, 0.1], [0.7, -0.1, 0.0], [0.5, -0.6, 0.1], [0.2, 0.3, 1.2], [1.0, 0.5, -0.1]]}

---

[3]
{"formula": "C11H14N2O4PPdSe", "method": "ωB97M-V/def2-TZVPD", "de_lowest_kcal_mol": 15.87, "e_lumo_ev": [-5.2, -5.2], "total_energy_ha": -3708.52135, "charge": 1, "species": ["Pd", "O", "C", "O", "C", "C", "C", "C", "C", "N", "C", "O", "O", "H", "H", "H", "H", "H", "Se", "C", "N", "C", "P", "C", "C", "H", "H", "H", "H", "H", "H", "H", "H", "H"], "positions_angstrom": [[0.4434, 0.2856, 0.3752], [-1.0858, -4.2546, 0.9835], [-0.7671, -2.9764, 0.7659], [0.3492, -2.5489, 0.7172], [-2.0001, -2.1243, 0.5892], [-3.2650, -2.6288, 0.8566], [-4.3531, -1.7970, 0.6883], [-4.1435, -0.5086, 0.2311], [-2.8455, -0.0956, -0.0223], [-1.7914, -0.8827, 0.1705], [-2.4878, 1.2918, -0.5164], [-3.4624, 2.1047, -0.8998], [-1.3472, 1.6613, -0.5610], [-0.2725, -4.7733, 1.0788], [-3.3805, -3.6482, 1.1926], [-5.3541, -2.1431, 0.9128], [-4.9907, 0.1518, 0.0965], [-4.3300, 1.6846, -0.9226], [2.5636, 0.2103, -0.6528], [3.0445, 1.9059, -0.1087], [3.3479, 2.9439, 0.2940], [-0.8475, 0.8874, 3.2626], [0.7563, 1.1065, 2.4535], [1.9480, 0.2968, 3.5332], [1.1139, 2.8582, 2.6213], [-0.7824, 1.2261, 4.2975], [-1.1422, -0.1617, 3.2402], [-1.6010, 1.4774, 2.7391], [1.8363, 0.6959, 4.5430], [2.9548, 0.5030, 3.1699], [1.7925, -0.7816, 3.5414], [1.0557, 3.1151, 3.6803], [0.3987, 3.4523, 2.0524], [2.1124, 3.0682, 2.2375]], "forces_ev_per_a": [[-0.5, -0.1, 0.0], [0.0, 0.1, 0.0], [-0.3, -0.2, 0.0], [0.3, 0.1, 0.0], [0.0, -0.2, 0.0], [0.0, -0.1, 0.0], [-0.2, 0.0, 0.1], [-0.1, 0.1, -0.1], [0.0, 0.2, 0.0], [0.1, 0.1, 0.3], [-0.3, -0.1, 0.0], [0.0, 0.0, 0.0], [0.2, 0.2, 0.2], [0.1, 0.0, 0.0], [0.0, 0.0, 0.0], [0.0, 0.0, 0.0], [0.0, 0.0, 0.0], [0.0, 0.0, 0.0], [0.2, 0.4, 1.0], [0.2, 0.1, -0.3], [0.0, -0.1, -0.1], [-0.2, -0.1, -0.3], [0.4, -0.2, -0.4], [0.1, -0.2, -0.2], [0.0, 0.0, -0.3], [0.0, 0.0, 0.0], [0.0, 0.0, 0.1], [0.0, 0.0, 0.0], [0.0, 0.0, 0.0], [0.0, 0.0, 0.0], [0.0, 0.0, 0.0], [0.0, 0.0, 0.0], [0.0, 0.0, 0.0], [0.0, 0.0, 0.0]]}